ORCA calculation (ωB97M-V/def2-TZVPD) on 8 unconnected molecules or ions with the total composition C18H52O8 at a distorted geometry.

Positions of all 78 atoms, in Å:
C: 3.00886 0.95340 2.70278
H: -0.17957 -2.10818 -5.99431
O: -2.75323 1.30444 2.01005
C: -2.44264 -0.43078 -0.93487
H: -2.56708 -2.95439 -2.05535
C: -0.27113 3.21730 -2.21974
C: 2.60911 1.30706 4.10533
H: 1.05799 -1.18526 -3.25061
H: -3.74429 -3.62779 -0.78954
H: -1.50494 -0.56737 3.44955
H: -1.95982 0.13785 -0.14060
H: -1.23486 4.94528 -3.18610
H: 1.50356 4.48587 -2.70857
O: -4.18142 -1.44204 0.45021
H: -1.54382 -0.68385 -1.51489
C: -3.37630 -2.77541 -1.35391
H: 3.38304 1.79530 4.70954
H: -2.23466 -2.08714 0.36686
H: -4.20339 -2.31280 -1.90094
O: 0.52782 -1.83787 1.09958
C: -3.00166 -1.71068 -0.31984
H: 1.74702 -2.03463 -0.51288
H: -0.29544 -3.25414 -4.63016
H: 2.64477 -0.98289 -3.73612
H: 1.03201 -4.53840 -0.75694
H: -0.13739 -4.22023 0.56425
H: -2.03017 2.78366 4.89444
C: 1.69333 -2.49741 -4.92163
C: -1.26932 3.85870 -3.16968
H: 1.99858 0.39541 5.96447
H: -0.43729 3.65635 -1.22958
C: -2.62264 2.71572 3.98184
H: -1.27680 3.53912 -4.21778
H: -3.16105 0.03308 -1.60881
O: 0.08595 2.77252 1.62654
O: 2.60554 -2.38628 -6.02034
H: -0.03050 3.70724 1.82437
H: 1.80967 3.02138 -1.87300
O: 1.51436 2.26771 4.11837
H: 3.23289 -3.65487 0.41448
H: 1.45007 2.53999 5.03690
O: 1.16607 0.57320 -0.27732
C: -2.70543 1.28868 3.42404
H: 3.10210 1.81158 2.03070
H: 0.48903 -3.74350 -6.16474
C: 0.32215 -2.92318 -5.47034
H: 1.44385 2.97747 -3.60169
H: -3.62555 3.09320 4.18439
C: 0.43816 -3.77147 -0.25135
H: 0.95336 0.92040 -1.16069
H: -1.27957 0.45461 4.91202
H: -0.38145 -3.45063 -0.89919
C: 1.35769 -2.69641 0.26485
H: 2.98823 -2.32571 1.57990
H: 1.30283 -0.35030 -4.77419
H: 3.88356 0.32648 2.54898
H: 0.58652 1.08945 0.30031
C: 1.66017 -1.18417 -4.16819
H: 2.19479 0.38298 2.23769
H: -3.90784 -0.72523 1.04472
C: 2.52420 -3.18988 1.10609
H: 1.28647 -0.43036 4.66197
H: 0.66875 -0.91774 0.81748
H: 2.27305 -3.86582 1.92278
H: -0.57293 0.93353 3.45920
H: -3.57320 0.79047 3.85483
C: 2.20728 0.09254 4.92817
H: 2.13168 -3.30612 -4.33018
O: -0.45033 1.80377 -2.11102
H: -2.26763 3.51138 -2.85785
H: -1.39143 1.65859 -2.27671
H: 3.01478 -0.63807 5.02508
C: 1.17181 3.44703 -2.65726
H: -1.90429 1.56361 1.63493
C: -1.48259 0.44982 3.83572
H: 0.73799 2.47277 2.28598
H: 2.36117 -1.62459 -6.55963
H: -2.16865 3.35671 3.22714

Cartesian forces, eV/Å:
-1.0 0.2 -1.3
0.0 0.1 0.0
-1.3 -0.4 -0.4
1.1 -1.1 -0.1
0.1 -0.4 0.1
0.7 0.8 -0.9
-0.1 -0.1 1.3
-0.4 -0.3 -0.3
0.1 -0.4 -0.4
-0.2 0.0 0.0
-0.8 0.7 0.0
0.0 0.0 0.3
-0.5 0.1 0.0
0.4 0.3 0.0
-0.2 -0.3 -0.3
-0.5 1.4 0.7
0.5 -0.1 -0.6
0.1 -0.2 -0.1
-0.1 -0.4 -0.2
0.1 0.1 0.0
0.2 -0.1 0.0
0.1 -0.3 -0.3
-0.2 0.0 -0.2
0.2 0.2 -0.6
-0.2 -0.1 0.0
0.5 -0.1 0.3
-0.1 -0.1 0.0
-0.4 0.2 -0.9
-1.2 -0.8 -0.2
0.2 0.2 -0.1
0.1 0.0 0.0
-0.3 -0.1 -0.2
0.8 -0.2 0.1
-0.1 0.5 0.4
0.2 -0.2 0.0
0.3 0.0 -0.1
0.0 0.0 0.0
0.1 -0.1 -0.2
0.5 -0.4 -0.6
0.2 -0.1 0.3
-0.3 0.2 0.0
0.1 0.1 0.1
1.7 -0.2 0.8
0.2 0.2 0.3
-0.2 -0.1 0.0
0.5 -0.1 0.7
-0.3 -0.1 0.0
0.1 0.1 0.0
-0.2 -0.7 -0.2
-0.2 -0.2 0.3
-0.5 -0.2 0.0
0.5 0.5 -0.3
-1.1 1.2 1.2
0.2 0.1 -0.2
0.2 0.0 -0.2
0.2 0.1 0.6
0.1 0.3 -0.2
0.2 -0.1 1.3
0.0 -0.1 0.2
-0.3 -0.1 0.0
0.2 0.1 -0.5
0.2 0.1 -0.7
0.1 -0.5 -0.2
-0.3 -0.2 -0.2
-0.2 -0.1 -0.3
-0.4 0.0 -0.6
-0.2 -0.3 1.1
-0.2 0.2 0.2
-0.5 0.5 -0.6
0.0 0.6 0.2
0.2 -0.4 0.2
0.0 0.1 -0.3
0.7 -0.1 0.9
0.2 0.2 0.4
0.6 0.6 0.2
-0.3 0.2 0.1
0.0 -0.1 0.1
0.1 0.0 0.1

Summary:
SMILES string	CC(C)O.CC(C)O.CC(C)O.CC(C)O.CC(C)O.CC(C)O.O.O
Kohn-Sham gap	9.8	eV
calculated total energy	-1318.8934	Eh
HOMO energy	-9.48	eV
energy relative to the best compared isomer or geometry (same formula, charge and spin)	101.5	kJ/mol

Okay, here come the Mulliken numbers, in e, for every atom: number 1, C, carries -1.171; number 2, H, carries 0.321; number 3, O, carries -0.526; number 4, C, carries -0.555; number 5, H, carries 0.259; number 6, C, carries 0.955; number 7, C, carries 0.720; number 8, H, carries 0.070; number 9, H, carries 0.363; number 10, H, carries 0.321; number 11, H, carries 0.053; number 12, H, carries 0.390; number 13, H, carries 0.398; number 14, O, carries -0.642; number 15, H, carries 0.044; number 16, C, carries -1.529; number 17, H, carries 0.328; number 18, H, carries 0.100; number 19, H, carries 0.448; number 20, O, carries -0.368; number 21, C, carries 0.841; number 22, H, carries 0.146; number 23, H, carries 0.256; number 24, H, carries 0.349; number 25, H, carries 0.437; number 26, H, carries 0.318; number 27, H, carries 0.317; number 28, C, carries 0.387; number 29, C, carries -1.482; number 30, H, carries 0.425; number 31, H, carries -0.054; number 32, C, carries -1.212; number 33, H, carries 0.324; number 34, H, carries 0.375; number 35, O, carries -0.518; number 36, O, carries -0.574; number 37, H, carries 0.240; number 38, H, carries 0.307; number 39, O, carries -0.572; number 40, H, carries 0.392; number 41, H, carries 0.323; number 42, O, carries -0.358; number 43, C, carries 0.429; number 44, H, carries 0.342; number 45, H, carries 0.349; number 46, C, carries -1.197; number 47, H, carries 0.292; number 48, H, carries 0.338; number 49, C, carries -1.235; number 50, H, carries 0.080; number 51, H, carries 0.467; number 52, H, carries 0.042; number 53, C, carries 1.028; number 54, H, carries 0.210; number 55, H, carries 0.396; number 56, H, carries 0.492; number 57, H, carries 0.249; number 58, C, carries -0.978; number 59, H, carries 0.011; number 60, H, carries 0.299; number 61, C, carries -1.424; number 62, H, carries 0.207; number 63, H, carries 0.111; number 64, H, carries 0.331; number 65, H, carries 0.125; number 66, H, carries 0.400; number 67, C, carries -1.359; number 68, H, carries 0.254; number 69, O, carries -0.266; number 70, H, carries 0.436; number 71, H, carries 0.074; number 72, H, carries 0.397; number 73, C, carries -1.344; number 74, H, carries 0.170; number 75, C, carries -1.019; number 76, H, carries 0.088; number 77, H, carries 0.339; number 78, H, carries 0.222